Below is C24H15FIrN4O6S5 as an isolated structure, with properties calculated with the ωB97M-V functional and the def2-TZVPD basis.

```
56
Properties=species:S:1:pos:R:3:mulliken_charge:R:1
Ir -0.689 -0.230 1.381 1.33
S 4.190 -1.963 6.352 -0.31
C 3.056 -1.501 5.244 0.10
S 1.377 -1.865 5.383 -0.13
C 0.840 -1.090 3.917 0.20
C 1.801 -0.517 3.174 0.06
S 1.496 0.353 1.684 -0.46
S 3.425 -0.644 3.795 -0.11
S -0.856 -1.104 3.485 -0.49
F -0.811 5.047 4.943 -0.31
C -1.812 4.855 4.076 0.31
C -2.274 3.631 3.810 -0.09
N -3.315 3.418 2.930 0.11
C -3.767 2.062 2.661 -1.14
C -2.705 1.181 2.043 1.20
O -3.016 0.047 1.627 -0.77
O -1.501 1.576 2.015 -0.59
C -3.920 4.460 2.259 0.55
O -4.834 4.322 1.473 -0.65
N -3.406 5.706 2.565 -0.08
C -2.366 6.034 3.431 0.30
O -2.013 7.181 3.592 -0.63
H -1.843 2.751 4.267 0.47
H -4.627 2.116 2.000 0.38
H -4.081 1.583 3.591 0.26
H -3.837 6.476 2.075 0.22
O 0.758 -3.926 1.071 -0.68
C 0.633 -3.087 0.219 -0.14
N 1.030 -3.208 -1.106 0.08
C 0.881 -1.981 -1.875 2.73
C 0.190 -1.151 -0.797 0.25
O -0.263 0.024 -0.814 -0.91
N 0.064 -1.818 0.330 -0.32
C 2.231 -1.390 -2.291 -0.11
C 2.535 -0.048 -2.108 -0.02
C 3.767 0.451 -2.513 -0.99
C 4.701 -0.380 -3.108 -0.38
C 4.399 -1.721 -3.300 -0.87
C 3.171 -2.219 -2.896 -0.27
C -0.003 -2.163 -3.111 -0.80
C -0.788 -1.122 -3.592 -0.16
C -1.548 -1.292 -4.741 -0.96
C -1.527 -2.496 -5.426 -0.34
C -0.742 -3.538 -4.951 -0.80
C 0.012 -3.371 -3.800 -0.08
H 1.660 -3.949 -1.353 0.23
H 1.817 0.610 -1.637 0.49
H 3.994 1.497 -2.349 0.41
H 5.662 0.012 -3.416 0.38
H 5.120 -2.382 -3.763 0.38
H 2.951 -3.267 -3.063 0.23
H -0.810 -0.178 -3.063 0.49
H -2.163 -0.475 -5.097 0.39
H -2.123 -2.627 -6.320 0.38
H -0.722 -4.487 -5.472 0.37
H 0.600 -4.201 -3.430 0.28
```

Summary:
* HOMO energy: -4.346 eV
* molar mass: 826.96 g/mol
* 2S+1: 1
* energy above the lowest of the compared OMol25 structures with the same formula, charge and spin: 0.0000 eV
* net charge: -1
* E: -3789.447691 Eh